This record from the Open Molecules 2025 dataset describes a structure of composition C47H37BrCl4HgN6O3PS. The level of theory is the ωB97M-V functional and the def2-TZVPD basis.

Geometry as XYZ:
```
101
Properties=species:S:1:pos:R:3:forces:R:3:lowdin_spin:R:1
Hg -0.78796 -1.09835 0.74634 -0.4 0.2 -0.7 0.0028
Br -1.93409 0.10200 -6.93150 0.0 0.0 0.0 -0.0063
C -1.73774 0.43567 -5.06154 0.0 0.0 -0.1 0.0035
C -2.50990 1.41506 -4.46474 -0.1 0.0 0.0 0.1407
C -2.30734 1.66024 -3.11036 0.1 0.1 0.0 -0.0039
C -1.38098 0.96317 -2.36010 0.1 -0.2 0.0 0.0956
O -1.14611 1.23866 -1.00743 0.0 0.2 -0.1 0.0234
C -0.64595 -0.11973 -2.94221 -0.1 -0.1 0.2 0.0396
C 0.17438 -1.11691 -2.35890 -0.1 0.3 0.0 0.2740
N 0.47932 -1.45439 -1.08481 -0.2 -0.1 0.5 0.1452
C 1.30975 -2.55253 -0.97556 0.1 0.2 0.0 0.0142
C 2.34517 -2.80174 -1.86388 0.1 0.0 0.0 0.0501
C 3.15813 -3.94282 -1.76364 0.0 0.1 0.0 0.0015
C 2.96350 -4.87607 -0.78659 0.0 -0.1 0.1 0.0485
C 1.91955 -4.67970 0.14732 0.0 0.0 -0.1 -0.0003
C 1.63182 -5.60180 1.17598 0.0 0.0 0.0 0.0125
C 0.60060 -5.37140 2.04076 0.0 -0.1 0.0 -0.0037
C -0.16089 -4.20350 1.87635 -0.1 0.0 0.0 0.0176
N 0.07922 -3.34007 0.92121 0.1 0.0 0.3 -0.0022
C 1.09726 -3.53159 0.06020 0.2 0.0 0.0 0.0048
C -0.84170 -0.30424 -4.34392 0.1 0.0 0.1 0.1030
H -3.25406 1.96754 -5.01866 0.0 0.0 0.0 0.0105
H -2.89438 2.43152 -2.64064 0.0 0.0 0.1 -0.0034
H 0.53921 -1.82337 -3.10057 0.0 0.0 0.0 0.0140
H 2.55651 -2.06428 -2.62573 0.1 0.0 0.0 0.0048
H 3.96570 -4.07295 -2.47418 0.0 0.0 0.0 -0.0011
H 3.58756 -5.75809 -0.71239 0.0 0.0 0.0 0.0031
H 2.24660 -6.49023 1.26746 0.0 0.0 0.0 0.0005
H 0.35878 -6.06856 2.83135 0.0 0.0 0.0 -0.0006
H -0.98571 -3.96953 2.54139 0.0 0.0 0.0 0.0012
H -0.27683 -1.08702 -4.83190 0.0 0.0 0.0 0.0033
Cl -7.43478 -3.18315 0.38082 0.0 0.0 0.0 0.0000
C -5.93502 -2.50068 0.92872 0.1 0.0 0.0 0.0000
C -5.74134 -2.22572 2.26659 -0.1 0.0 0.0 0.0000
Cl -6.98746 -2.56768 3.42899 0.0 0.0 0.0 0.0000
C -4.51781 -1.68049 2.68687 0.0 0.0 0.1 0.0000
Cl -4.25692 -1.30721 4.36699 0.0 0.0 0.0 0.0000
C -3.47845 -1.41265 1.80627 -0.1 0.0 -0.1 0.0000
O -2.33656 -0.90974 2.24023 0.4 0.1 -0.2 0.0001
C -3.68478 -1.68444 0.39775 0.4 0.1 0.1 0.0001
O -2.73452 -1.41848 -0.44168 -0.4 0.0 0.0 0.0019
C -4.91136 -2.22853 0.01083 -0.1 0.0 0.0 0.0000
Cl -5.12816 -2.55829 -1.67905 0.0 0.0 0.0 0.0000
N 1.26259 3.12494 5.11762 0.0 0.2 0.0 0.0000
C 1.15670 2.83584 3.67052 0.0 -0.2 -0.1 0.0000
C -0.30569 2.76556 3.32565 0.1 -0.2 0.1 0.0000
C -0.83009 2.60094 2.11484 0.0 0.1 0.1 0.0002
N -0.17445 2.53128 0.87614 0.1 0.0 -0.3 0.0011
C 1.10542 3.07632 0.61527 0.0 0.2 0.2 0.0001
C 1.93860 3.73497 1.42701 -0.2 0.0 0.1 0.0000
H 1.10117 2.25257 5.61250 0.1 0.0 0.0 0.0000
H 2.23071 3.38552 5.28992 0.0 0.0 0.0 0.0000
H -1.00303 2.81585 4.15376 0.0 0.0 0.0 0.0000
H -1.90306 2.48960 2.02186 0.0 0.0 0.0 0.0000
H 1.39300 2.93833 -0.42097 0.0 -0.1 0.0 0.0000
H 2.88144 4.02876 0.97896 0.0 0.0 0.0 0.0000
C 4.50115 -1.04598 3.70354 0.0 0.2 0.0 0.0000
P 3.54677 -0.23273 2.34081 0.0 -0.6 0.0 0.0000
C 3.19156 1.41626 3.01923 -0.3 0.1 0.2 0.0000
C 4.27323 2.30863 3.20631 0.0 0.0 0.0 0.0000
C 4.19426 3.67463 3.55119 0.1 0.0 0.1 0.0000
C 3.10707 4.49219 3.50040 -0.1 0.2 0.0 0.0000
C 1.80192 4.06850 2.90015 0.1 -0.1 -0.1 0.0000
C 1.84219 1.56223 3.24969 0.1 0.1 -0.1 0.0000
C 4.90501 0.15487 1.15882 -0.1 0.1 0.0 0.0000
C 6.26714 0.03103 1.41838 0.0 -0.1 -0.1 0.0000
C 7.21249 0.42314 0.47788 0.0 0.0 0.0 0.0000
C 6.80909 0.92777 -0.74942 0.0 0.0 0.0 0.0000
C 5.45285 1.04295 -1.02864 0.0 0.0 0.0 0.0001
C 4.51461 0.66369 -0.08151 0.0 0.0 0.0 0.0001
H 5.03474 -1.92247 3.33168 0.0 0.0 0.0 0.0000
H 3.77703 -1.36934 4.45130 0.0 0.0 0.0 0.0000
H 5.19848 -0.34865 4.17291 0.0 -0.1 0.0 0.0000
H 5.27350 1.89860 3.11136 0.0 0.0 0.0 0.0000
H 5.12425 4.12579 3.90252 0.0 0.0 0.0 0.0000
H 3.17084 5.49210 3.91594 0.0 0.0 0.0 0.0000
H 1.10480 4.90302 3.00095 -0.1 0.0 0.1 0.0000
H 1.18870 0.73198 3.00135 0.0 0.0 -0.2 0.0000
H 6.60235 -0.37256 2.36576 0.0 0.1 0.0 0.0000
H 8.26845 0.34145 0.70996 0.0 0.0 0.0 0.0000
H 7.54640 1.22460 -1.48601 0.0 0.0 0.0 0.0000
H 5.12633 1.42183 -1.98985 0.0 0.0 0.0 0.0001
H 3.45551 0.76599 -0.29482 0.0 0.0 0.0 0.0000
N -3.69901 1.72444 0.12490 -0.1 -0.3 0.0 -0.0004
C -2.99799 2.84211 -0.31780 0.3 0.1 0.1 -0.0001
S -1.29162 2.82785 -0.47129 -0.2 -0.2 0.1 0.0039
N -3.60997 4.05308 0.07774 0.0 0.1 0.0 -0.0001
C -3.29007 5.31048 -0.38867 -0.1 0.0 0.0 0.0000
C -3.66205 6.43315 0.36334 0.0 0.0 0.0 0.0000
C -3.38362 7.71036 -0.08367 0.0 0.0 0.0 0.0000
C -2.72880 7.91086 -1.29439 0.0 0.0 0.0 0.0000
C -2.36448 6.80209 -2.04398 0.0 0.0 0.0 0.0000
C -2.63503 5.51469 -1.60562 0.0 0.0 -0.1 0.0000
H -3.32375 0.84970 -0.22374 0.0 -0.2 -0.1 0.0000
H -3.83222 1.65014 1.12865 0.0 0.0 0.1 0.0000
H -4.00786 4.04263 1.00806 0.1 0.0 0.0 0.0000
H -4.17093 6.28682 1.30978 0.0 0.0 0.0 0.0000
H -3.67075 8.55890 0.52560 0.0 0.0 0.0 0.0000
H -2.50763 8.91085 -1.64361 0.0 0.0 0.0 0.0000
H -1.85390 6.93501 -2.99016 0.0 0.0 0.0 0.0000
H -2.35683 4.66413 -2.21336 0.0 0.0 0.0 -0.0001
```
Forces are in eV/Å.

Properties
Multiplicity: 2
Net charge: -2
HOMO (spin up / spin down) (eV): -0.923 / -0.923
LUMO (spin up / spin down) (Eh): 0.135 / 0.130
Total energy (eV): -208850.0900